1.
Molecular formula: C26H38FGdN5O3SSe3Te
Method: DFT, ωB97M-V/def2-TZVPD

```
! wB97M-V def2-TZVPD RIJCOSX def2/J DEFGRID3
* xyz 1 8
Gd -15.84 -1.81 23.16
Se -17.26 0.62 24.33
Se -17.15 -1.09 25.86
Te -14.87 -2.09 26.46
Se -14.00 -3.72 24.84
F -10.97 -5.00 18.62
C -12.24 -5.42 18.89
C -13.11 -4.46 19.43
C -14.37 -4.88 19.78
C -15.07 -4.12 20.76
O -14.53 -3.15 21.44
C -16.49 -4.50 20.94
C -16.97 -5.73 20.58
N -16.14 -6.61 19.85
C -16.63 -7.85 19.32
C -16.30 -9.05 20.19
C -17.73 -8.60 20.02
C -14.84 -6.18 19.42
C -14.02 -7.11 18.78
C -12.70 -6.73 18.50
N -11.89 -7.59 17.75
C -10.45 -7.43 17.91
C -9.75 -8.62 17.31
N -10.20 -8.89 15.87
C -11.67 -9.08 15.81
C -12.32 -7.81 16.32
C -17.14 -3.67 21.96
O -17.39 -2.41 21.57
O -17.08 -3.98 23.22
H -12.78 -3.46 19.61
H -17.99 -6.02 20.71
H -16.50 -8.08 18.26
H -15.83 -8.85 21.18
H -16.08 -9.97 19.61
H -18.19 -8.12 20.90
H -18.35 -9.09 19.22
H -14.28 -8.12 18.41
H -10.16 -7.40 18.99
H -10.12 -6.46 17.43
H -9.97 -9.55 17.84
H -8.66 -8.49 17.31
H -9.66 -9.71 15.50
H -9.87 -8.11 15.24
H -11.85 -9.94 16.46
H -11.96 -9.29 14.78
H -13.40 -7.95 16.24
H -12.00 -6.92 15.74
C -14.78 5.04 19.34
C -14.08 3.93 18.53
C -13.73 2.68 19.33
C -14.91 1.91 20.01
N -14.36 0.93 21.00
C -14.10 1.16 22.33
S -13.58 -0.08 23.39
N -14.23 2.43 22.79
C -14.23 2.74 24.21
C -14.75 4.14 24.50
C -13.88 5.31 23.92
C -12.45 5.36 24.48
H -15.21 5.83 18.68
H -14.11 5.61 20.05
H -15.63 4.68 19.93
H -13.14 4.31 18.07
H -14.69 3.67 17.63
H -13.00 2.94 20.11
H -13.23 1.95 18.68
H -15.51 1.35 19.26
H -15.63 2.55 20.58
H -13.89 0.09 20.64
H -14.29 3.21 22.13
H -13.21 2.57 24.58
H -14.92 2.00 24.70
H -14.90 4.25 25.58
H -15.79 4.15 24.07
H -14.46 6.25 24.15
H -13.90 5.21 22.82
H -12.40 5.32 25.59
H -11.99 6.32 24.13
H -11.78 4.56 24.13
*
```

Computed properties:
- highest occupied orbital energy (alpha / beta) (eV) = -7.6 / -7.6
- E_LUMO (alpha / beta) (eV) = -3.573 / -3.573
- DFT total energy (eV) = -278886.040
- HOMO-LUMO gap (alpha / beta) (eV) = 4.016 / 4.062
- energy above the lowest of the compared OMol25 structures with the same formula, charge and spin (kcal per mole) = 0.0

2.
Molecular formula: C29H51NO2RhSSi2
Method: DFT, ωB97M-V/def2-TZVPD

```
! wB97M-V def2-TZVPD RIJCOSX def2/J DEFGRID3
* xyz 1 5
O -0.75 1.88 0.96
O 2.81 4.18 -0.32
C -1.77 2.88 0.53
C -2.95 2.92 1.47
H -2.08 2.60 -0.48
H -1.24 3.84 0.46
H -3.51 1.98 1.48
H -3.66 3.69 1.12
H -2.64 3.18 2.49
C 0.13 2.12 2.09
C 0.39 3.59 2.30
H 1.08 1.59 1.89
H -0.34 1.66 2.98
H 0.74 4.08 1.38
H 1.18 3.70 3.05
H -0.50 4.11 2.69
C 3.61 3.00 -0.22
C 2.36 4.52 -1.63
C 4.33 3.04 1.12
H 4.35 2.97 -1.05
H 2.98 2.09 -0.30
H 4.82 4.01 1.26
H 5.09 2.26 1.18
H 3.62 2.90 1.93
C 2.51 6.02 -1.82
H 1.29 4.24 -1.71
H 2.92 3.98 -2.42
H 1.96 6.56 -1.05
H 2.14 6.32 -2.80
H 3.56 6.31 -1.74
H -0.81 0.79 0.35
Rh -0.53 -1.05 0.22
C -0.71 0.45 -1.34
Si -0.30 -0.04 -3.12
H -1.76 0.74 -1.35
H -0.05 1.32 -1.21
C -0.99 1.36 -4.18
C -1.09 -1.68 -3.59
C 1.55 -0.09 -3.45
C -1.64 -0.92 1.89
Si -0.38 -1.56 3.12
H -2.52 -1.58 1.78
H -2.02 0.10 2.09
C -0.75 -0.72 4.77
C 1.40 -1.11 2.74
C -0.53 -3.41 3.25
H 2.08 0.64 -2.82
H 1.76 0.15 -4.50
H 1.98 -1.08 -3.23
H -2.05 1.54 -3.93
H -0.92 1.14 -5.25
H -0.44 2.30 -3.99
H -2.04 -1.81 -3.06
H -0.43 -2.52 -3.34
H -1.29 -1.70 -4.68
H 1.68 -0.14 3.18
H 1.62 -1.06 1.67
H 2.04 -1.89 3.17
H 0.24 -3.80 3.93
H -0.42 -3.92 2.28
H -1.52 -3.68 3.66
H -0.35 -1.34 5.58
H -1.84 -0.60 4.91
H -0.28 0.28 4.82
S -1.26 -5.45 -0.78
C -2.84 -4.68 -0.62
C -4.11 -5.26 -0.65
C -5.24 -4.44 -0.51
C -5.10 -3.05 -0.35
C -3.84 -2.46 -0.30
C -2.70 -3.28 -0.42
N -1.37 -2.89 -0.32
C -0.50 -3.88 -0.57
C 0.89 -3.53 -0.66
C 1.95 -4.40 -1.00
C 3.24 -3.89 -1.15
C 3.47 -2.52 -0.98
C 2.42 -1.65 -0.63
C 1.15 -2.17 -0.44
H -4.19 -6.33 -0.78
H -6.24 -4.88 -0.53
H -5.99 -2.43 -0.26
H -3.70 -1.39 -0.15
H 1.73 -5.46 -1.12
H 4.07 -4.56 -1.40
H 4.48 -2.13 -1.11
H 2.58 -0.58 -0.50
*
```

Computed properties:
- highest occupied orbital energy (alpha / beta) (eV) = -9.5 / -11.1
- E_LUMO (alpha / beta) (eV) = -3.000 / -4.735
- DFT total energy (eV) = -66073.797
- HOMO-LUMO gap (alpha / beta) (eV) = 6.462 / 6.356
- energy above the lowest of the compared OMol25 structures with the same formula, charge and spin (kcal per mole) = 23.5

3.
Molecular formula: C21H19BrN2O2
Method: DFT, ωB97M-V/def2-TZVPD

```
! wB97M-V def2-TZVPD RIJCOSX def2/J DEFGRID3
* xyz 0 1
O -2.14 0.73 2.20
C -1.75 0.29 1.14
N -0.70 0.88 0.51
C 0.00 0.61 -0.66
C -0.47 -0.19 -1.69
C 0.33 -0.46 -2.79
C 1.60 0.07 -2.88
C 2.06 0.92 -1.89
C 1.27 1.22 -0.79
N 1.68 2.09 0.25
C 3.09 2.13 0.58
C 3.24 2.86 1.92
O 2.74 4.17 1.84
C 1.38 4.17 1.47
C 1.17 3.46 0.13
C -2.38 -0.91 0.51
C -3.68 -0.81 0.06
C -4.32 -1.92 -0.50
C -3.67 -3.12 -0.59
C -2.35 -3.27 -0.10
C -1.64 -4.49 -0.15
Br -2.45 -6.04 -0.92
C -0.37 -4.61 0.34
C 0.26 -3.50 0.92
C -0.39 -2.30 0.98
C -1.69 -2.15 0.47
H -0.24 1.59 1.08
H -1.46 -0.61 -1.64
H -0.05 -1.09 -3.58
H 2.23 -0.15 -3.73
H 3.04 1.37 -1.98
H 3.46 1.11 0.66
H 3.68 2.67 -0.18
H 4.29 2.94 2.20
H 2.70 2.30 2.70
H 1.08 5.22 1.40
H 0.78 3.67 2.24
H 0.12 3.45 -0.14
H 1.72 4.00 -0.66
H -4.19 0.13 0.13
H -5.33 -1.83 -0.86
H -4.17 -3.98 -1.03
H 0.15 -5.56 0.29
H 1.26 -3.61 1.31
H 0.10 -1.45 1.44
*
```

Computed properties:
- highest occupied orbital energy (eV) = -8.4
- E_LUMO (eV) = 0.046
- DFT total energy (eV) = -99203.542
- SMILES = O=C(Nc1ccccc1N1CCOCC1)c1cccc2c(Br)cccc12
- HOMO-LUMO gap (eV) = 8.454

4.
Molecular formula: C6H9N
Method: DFT, ωB97M-V/def2-TZVPD

```
! wB97M-V def2-TZVPD RIJCOSX def2/J DEFGRID3
* xyz 0 1
C -0.22 -1.25 -0.40
C 1.54 1.19 0.64
C -2.36 -0.02 0.74
C 1.51 -0.02 -0.25
C -1.51 -0.65 -0.30
C -0.67 -0.38 -1.36
N 2.57 -0.45 -0.78
H 0.27 -2.21 -0.27
H 2.41 -1.23 -1.43
H -0.43 0.13 -2.27
H 1.09 0.94 1.61
H 2.56 1.55 0.80
H 0.94 1.99 0.21
H -1.75 0.63 1.38
H -2.81 -0.78 1.37
H -3.15 0.57 0.29
*
```

Computed properties:
- highest occupied orbital energy (eV) = -6.8
- E_LUMO (eV) = 0.684
- DFT total energy (eV) = -7852.146
- HOMO-LUMO gap (eV) = 7.459
- energy above the lowest of the compared OMol25 structures with the same formula, charge and spin (kcal per mole) = 138.7

5.
Molecular formula: C2H8OS2
Method: DFT, ωB97M-V/def2-TZVPD

```
! wB97M-V def2-TZVPD RIJCOSX def2/J DEFGRID3
* xyz 0 1
C -0.14 -1.64 -1.93
S -0.10 0.15 -2.24
S -1.67 0.88 -1.19
C -1.06 1.16 0.48
H 0.13 -1.95 -0.92
H -1.10 -2.00 -2.24
H 0.61 -2.00 -2.64
H -1.88 1.75 0.93
H -0.85 0.25 1.02
H -0.22 1.87 0.53
O 1.95 0.50 2.37
H 1.49 0.80 3.15
H 2.84 0.24 2.65
*
```

Computed properties:
- highest occupied orbital energy (eV) = -8.7
- E_LUMO (eV) = 0.685
- DFT total energy (eV) = -25921.673
- SMILES = CSSC.O
- HOMO-LUMO gap (eV) = 9.354
- energy above the lowest of the compared OMol25 structures with the same formula, charge and spin (kcal per mole) = 6.1

6.
Molecular formula: CH4IN2
Method: DFT, ωB97M-V/def2-TZVPD

```
! wB97M-V def2-TZVPD RIJCOSX def2/J DEFGRID3
* xyz 1 1
C 0.03 -0.12 0.31
N 0.14 1.15 0.10
N 0.89 -1.06 -0.03
I -3.70 -0.61 0.20
H 0.89 1.59 -0.59
H -0.62 1.73 0.49
H 1.69 -0.64 -0.38
H 0.68 -2.04 -0.12
*
```

Computed properties:
- highest occupied orbital energy (alpha / beta) (eV) = -13.8 / -13.4
- E_LUMO (alpha / beta) (eV) = -7.097 / -6.689
- DFT total energy (eV) = -12172.807
- HOMO-LUMO gap (alpha / beta) (eV) = 6.660 / 6.732
- energy above the lowest of the compared OMol25 structures with the same formula, charge and spin (kcal per mole) = 71.9

7.
Molecular formula: C4H14NO3
Method: DFT, ωB97M-V/def2-TZVPD

```
! wB97M-V def2-TZVPD RIJCOSX def2/J DEFGRID3
* xyz 2 2
C -1.66 -0.48 -1.31
C -0.77 -0.05 -0.13
C -1.19 1.39 0.20
C -0.84 1.86 1.62
O -0.17 1.21 2.35
N 0.68 0.00 -0.68
H -1.51 -1.55 -1.53
H -1.43 0.07 -2.22
H -2.72 -0.44 -1.06
H -0.78 -0.76 0.68
H -2.29 1.45 0.18
H -0.91 2.22 -0.46
H -1.27 2.83 1.97
H 0.56 0.44 -1.59
H 1.00 -0.97 -0.84
H 1.43 0.52 -0.18
H 1.12 -3.32 0.33
H 0.88 -3.59 -1.08
O 1.21 -2.88 -0.52
H 3.56 1.13 1.35
H 2.36 0.24 1.84
O 2.74 0.69 1.08
*
```

Computed properties:
- highest occupied orbital energy (alpha / beta) (eV) = -18.9 / -18.9
- E_LUMO (alpha / beta) (eV) = -9.615 / -13.609
- DFT total energy (eV) = -11987.961
- HOMO-LUMO gap (alpha / beta) (eV) = 9.335 / 5.340
- energy above the lowest of the compared OMol25 structures with the same formula, charge and spin (kcal per mole) = 0.0

8.
Molecular formula: C15H58N12O14
Method: DFT, ωB97M-V/def2-TZVPD

```
! wB97M-V def2-TZVPD RIJCOSX def2/J DEFGRID3
* xyz 0 1
C 1.71 -16.91 11.20
C 1.75 -18.42 11.40
O 1.70 -18.96 10.11
H 2.57 -16.38 10.75
H 1.64 -16.40 12.08
H 0.79 -16.55 10.68
H 0.83 -18.72 11.97
H 2.70 -18.74 11.89
H 2.01 -19.87 10.12
C 6.90 -13.22 7.84
O 5.70 -12.52 7.64
N 8.04 -12.63 7.64
N 6.97 -14.43 8.31
H 8.02 -11.64 7.38
H 8.91 -13.12 7.49
H 6.06 -14.80 8.50
H 7.60 -14.63 9.09
C 8.24 -14.75 12.00
O 8.10 -15.08 10.68
N 9.04 -13.73 12.27
N 7.72 -15.38 13.08
H 9.20 -13.07 11.44
H 9.35 -13.44 13.23
H 7.39 -16.31 12.86
H 7.93 -15.14 14.08
C 3.92 -15.77 13.57
O 3.13 -16.76 13.96
N 4.96 -15.99 12.83
N 3.60 -14.55 13.75
H 5.21 -17.02 12.60
H 5.79 -15.38 12.80
H 2.72 -14.35 14.23
H 4.18 -13.78 13.46
C 6.66 -18.78 12.92
O 7.00 -19.08 14.20
N 5.42 -18.88 12.49
N 7.52 -18.25 12.12
H 4.65 -19.28 13.07
H 5.23 -18.95 11.47
H 8.47 -18.01 12.48
H 7.24 -17.99 11.17
C 5.70 -18.84 9.40
O 6.26 -19.76 8.52
N 6.22 -17.72 9.75
N 4.51 -19.04 9.85
H 7.05 -17.45 9.24
H 5.88 -16.79 10.18
H 4.04 -19.96 9.59
H 3.99 -18.37 10.33
C 5.20 -20.25 5.41
O 4.75 -21.36 6.11
N 5.81 -19.24 5.90
N 5.07 -20.18 4.12
H 5.97 -19.34 6.90
H 5.79 -18.34 5.42
H 4.76 -21.05 3.78
H 5.71 -19.57 3.58
C 3.43 -21.63 11.14
O 3.24 -21.34 9.75
H 4.29 -21.32 11.60
H 3.42 -22.72 11.21
H 2.48 -21.24 11.64
H 3.70 -21.94 9.14
C 2.00 -20.01 6.98
O 1.01 -19.20 6.44
H 2.04 -20.90 6.39
H 1.70 -20.39 7.97
H 2.92 -19.44 7.00
H 0.67 -18.66 7.15
C 3.64 -16.71 7.76
O 2.58 -16.04 7.01
H 3.16 -17.43 8.44
H 4.17 -16.08 8.36
H 4.32 -17.24 7.09
H 2.63 -16.40 6.12
C 9.26 -18.11 8.94
O 8.67 -16.98 8.37
H 8.47 -18.91 9.05
H 9.70 -17.98 9.91
H 10.06 -18.46 8.32
H 9.35 -16.56 7.89
C 7.91 -21.72 10.94
O 8.76 -20.65 11.14
H 8.47 -22.58 10.40
H 6.97 -21.51 10.34
H 7.58 -22.15 11.83
H 8.22 -19.85 11.32
C 4.35 -13.98 10.27
O 5.23 -15.03 10.48
H 3.57 -14.16 9.51
H 4.81 -13.07 9.90
H 4.05 -13.65 11.32
H 4.97 -15.40 11.42
C 5.65 -23.65 8.76
O 5.42 -22.27 8.48
H 6.45 -24.01 8.10
H 4.73 -24.23 8.41
H 5.70 -23.78 9.87
H 5.68 -22.10 7.54
*
```

Computed properties:
- highest occupied orbital energy (eV) = -8.7
- E_LUMO (eV) = -0.319
- DFT total energy (eV) = -63037.616
- HOMO-LUMO gap (eV) = 8.411
- energy above the lowest of the compared OMol25 structures with the same formula, charge and spin (kcal per mole) = 296.4

9.
Molecular formula: C32H38N2P2RuS3
Method: DFT, ωB97M-V/def2-TZVPD

```
! wB97M-V def2-TZVPD RIJCOSX def2/J DEFGRID3
* xyz 2 1
Ru 0.16 0.03 0.50
N 2.20 0.94 2.63
P 0.60 0.45 2.63
C 0.38 -0.57 4.08
C -0.04 -0.04 5.30
C -0.18 -0.86 6.40
C 0.10 -2.22 6.29
C 0.52 -2.76 5.08
C 0.65 -1.94 3.97
C -0.39 1.97 2.92
C -1.80 1.84 2.59
C -2.65 2.99 2.87
C -2.14 4.12 3.39
C -0.74 4.20 3.73
C 0.10 3.17 3.52
C 2.71 1.40 1.42
C 3.94 2.07 1.34
C 4.34 2.58 0.13
C 3.50 2.45 -0.98
C 2.32 1.76 -0.83
N 1.93 1.20 0.34
H 2.77 1.01 3.46
H -0.26 1.02 5.40
H -0.50 -0.45 7.35
H -0.01 -2.86 7.16
H 0.73 -3.81 5.00
H 0.98 -2.36 3.03
H -2.26 0.86 2.64
H -3.71 2.91 2.65
H -2.78 4.97 3.59
H -0.37 5.12 4.18
H 1.15 3.24 3.77
H 4.54 2.18 2.23
H 5.29 3.10 0.05
H 3.76 2.86 -1.94
H 1.63 1.63 -1.64
S -4.55 -0.77 0.25
C -3.12 -1.01 0.72
S -1.68 -1.34 1.29
S -0.95 1.99 0.87
C 2.00 -0.02 -3.80
C 1.33 -1.10 -2.94
C 2.37 -1.55 -1.90
C 0.98 -2.28 -3.87
P -0.22 -0.53 -2.00
C -1.19 -2.09 -1.95
C -2.24 -2.41 -2.81
C -2.86 -3.65 -2.75
C -2.43 -4.61 -1.86
C -1.38 -4.32 -1.00
C -0.78 -3.07 -1.05
C -1.15 0.75 -3.01
C -2.55 0.91 -2.39
C -0.44 2.10 -2.85
C -1.26 0.45 -4.51
H 2.94 -0.44 -4.16
H 2.25 0.88 -3.26
H 1.41 0.24 -4.68
H 3.14 -2.15 -2.39
H 1.95 -2.18 -1.11
H 2.86 -0.70 -1.43
H 1.87 -2.52 -4.46
H 0.17 -2.03 -4.56
H 0.70 -3.17 -3.31
H -2.60 -1.70 -3.54
H -3.68 -3.87 -3.43
H -2.90 -5.59 -1.83
H -1.03 -5.06 -0.29
H 0.02 -2.87 -0.35
H -2.49 1.01 -1.30
H -3.22 0.09 -2.63
H -2.99 1.83 -2.78
H -0.37 2.41 -1.81
H -1.02 2.85 -3.38
H 0.56 2.10 -3.29
H -1.71 -0.51 -4.74
H -0.30 0.49 -5.01
H -1.89 1.22 -4.96
*
```

Computed properties:
- highest occupied orbital energy (eV) = -13.8
- E_LUMO (eV) = -6.383
- DFT total energy (eV) = -90433.680
- HOMO-LUMO gap (eV) = 7.382
- energy above the lowest of the compared OMol25 structures with the same formula, charge and spin (kcal per mole) = 5.7